# 1
Molecular formula: C6H10Cl10
Method: DFT, wB97M-V/def2-TZVPD

Calculated values
- Total charge: -1
- HOMO level (alpha / beta): -0.0001 / -0.2378 Eh
- Spin multiplicity: 2
- HOMO-LUMO gap (alpha / beta): 2.6 / 9.1 eV

Last column: Mulliken charge in e.
Atoms and positions in Å:
Cl (36.519, -3.540, 8.990)  -0.225
C (35.247, -2.425, 9.622)  -0.102
C (34.005, -2.498, 8.865)  -0.460
Cl (32.730, -1.453, 9.497)  -0.156
H (35.633, -1.416, 9.469)  0.301
H (35.081, -2.654, 10.674)  0.043
H (33.644, -3.527, 8.877)  0.304
H (34.155, -2.088, 7.866)  0.288
Cl (27.003, -2.391, 14.662)  -0.190
C (27.072, -1.886, 12.920)  -0.446
C (27.820, -0.529, 12.758)  -0.066
Cl (26.817, 0.749, 13.537)  -0.214
H (26.011, -1.795, 12.688)  0.307
H (27.458, -2.613, 12.206)  0.331
H (27.805, -0.197, 11.720)  0.302
H (28.828, -0.510, 13.174)  0.005
C (32.992, -0.896, 14.275)  0.457
Cl (32.948, -1.594, 15.956)  -0.498
Cl (31.511, -0.511, 13.455)  -0.384
Cl (33.888, -2.108, 13.313)  -0.324
H (33.587, 0.011, 14.382)  -0.138
C (34.785, 1.102, 18.057)  0.264
Cl (34.882, 1.417, 16.334)  -0.180
Cl (33.846, 2.318, 18.866)  -0.171
Cl (36.309, 0.738, 18.918)  -0.176
H (34.147, 0.219, 18.094)  0.129

# 2
Molecular formula: C27H21MnN6SSe
Method: DFT, wB97M-V/def2-TZVPD

Calculated values
- Energy above the lowest of the compared OMol25 structures with the same formula, charge and spin: 0.00 kcal per mole
- Total charge: 0
- HOMO level (alpha / beta): -0.2715 / -0.2776 Eh
- Spin multiplicity: 5
- HOMO-LUMO gap (alpha / beta): 6.8 / 7.1 eV

Last column: Mulliken charge in e.
Atoms and positions in Å:
Mn (0.693, 0.110, 0.641)  0.068
N (0.233, -4.336, -0.049)  -0.401
C (-0.013, -3.040, 0.211)  0.692
S (0.303, -1.866, -1.023)  -0.519
N (-0.518, -2.772, 1.409)  -1.627
N (-0.745, -1.463, 1.524)  0.941
C (-1.512, -0.991, 2.420)  -0.810
C (-1.793, 0.456, 2.336)  1.126
C (-2.579, 1.115, 3.275)  -0.920
C (-2.865, 2.455, 3.103)  -0.274
C (-2.360, 3.113, 1.989)  -0.935
C (-1.554, 2.398, 1.126)  0.073
N (-1.264, 1.109, 1.291)  0.039
H (0.732, -4.592, -0.880)  0.221
H (0.112, -5.001, 0.697)  0.252
H (-1.968, -1.573, 3.219)  0.311
H (-2.960, 0.563, 4.123)  0.397
H (-3.473, 2.984, 3.825)  0.423
H (-2.568, 4.156, 1.798)  0.421
H (-1.099, 2.890, 0.275)  0.385
C (3.859, -2.566, 1.941)  -0.664
C (4.861, -2.313, 1.011)  -0.925
C (4.655, -1.369, 0.023)  -0.365
C (3.447, -0.672, -0.048)  0.870
C (2.445, -0.928, 0.890)  0.480
C (2.661, -1.872, 1.885)  -0.818
C (3.167, 0.332, -1.081)  1.016
C (4.157, 0.811, -1.979)  -1.170
C (3.866, 1.831, -2.824)  -1.189
C (2.563, 2.379, -2.849)  1.400
C (2.183, 3.451, -3.682)  -0.810
C (0.892, 3.903, -3.680)  -0.779
C (-0.073, 3.284, -2.863)  -0.649
C (0.274, 2.251, -2.035)  -1.080
C (1.609, 1.800, -1.988)  -0.197
N (1.942, 0.815, -1.106)  0.812
H (4.020, -3.301, 2.721)  0.421
H (5.798, -2.852, 1.059)  0.390
H (5.439, -1.188, -0.701)  0.382
H (1.894, -2.072, 2.624)  0.439
H (5.153, 0.394, -1.950)  0.373
H (4.624, 2.243, -3.481)  0.406
H (2.929, 3.907, -4.321)  0.427
H (0.601, 4.727, -4.319)  0.396
H (-1.101, 3.624, -2.900)  0.452
H (-0.468, 1.741, -1.431)  0.901
Se (1.664, 1.506, 2.507)  -0.156
C (2.540, 2.771, 1.368)  0.011
C (1.872, 3.861, 0.820)  -0.158
C (2.558, 4.723, -0.026)  -0.562
N (3.841, 4.584, -0.345)  -0.625
C (4.484, 3.554, 0.208)  -0.504
C (3.891, 2.634, 1.058)  -0.188
H (0.832, 4.045, 1.052)  0.522
H (2.041, 5.567, -0.471)  0.410
H (5.535, 3.454, -0.045)  0.402
H (4.468, 1.815, 1.467)  0.466

# 3
Molecular formula: C7H12NS
Method: DFT, wB97M-V/def2-TZVPD

Calculated values
- Energy above the lowest of the compared OMol25 structures with the same formula, charge and spin: 33.80 kcal per mole
- Total charge: +1
- HOMO level: -0.4511 Eh
- SMILES: C=CC1=C(C)SC[N@@H+]1C
- Spin multiplicity: 1
- HOMO-LUMO gap: 8.5 eV

Last column: Mulliken charge in e.
Atoms and positions in Å:
C (0.197, -0.331, 0.205)  0.006
C (-0.390, 0.864, 0.730)  0.785
C (-1.026, -2.210, 1.191)  -1.044
C (-0.217, -1.684, 0.291)  -0.285
C (1.864, 1.136, -0.365)  -0.263
C (-1.625, 0.887, 1.544)  -1.508
C (0.364, 0.436, -2.129)  -0.738
N (1.107, -0.029, -0.904)  -0.217
S (0.561, 2.279, 0.283)  -0.033
H (-1.373, -3.235, 1.123)  0.295
H (-1.229, -1.656, 2.125)  0.328
H (-0.064, -2.155, -0.698)  0.245
H (2.508, 0.875, 0.580)  0.350
H (2.522, 1.469, -1.242)  0.402
H (-2.100, 1.891, 1.618)  0.370
H (-1.428, 0.812, 2.669)  0.378
H (-2.159, -0.056, 1.401)  0.419
H (0.081, -0.453, -2.804)  0.299
H (-0.335, 1.115, -1.657)  0.411
H (1.030, 0.878, -2.859)  0.377
H (1.712, -0.832, -1.104)  0.424

# 4
Molecular formula: C4H4F3O3S
Method: DFT, wB97M-V/def2-TZVPD

Calculated values
- Energy above the lowest of the compared OMol25 structures with the same formula, charge and spin: 25.79 kcal per mole
- Total charge: -1
- HOMO level: -0.1751 Eh
- Spin multiplicity: 1
- HOMO-LUMO gap: 8.2 eV

Last column: Mulliken charge in e.
Atoms and positions in Å:
C (-2.981, 0.510, -0.012)  0.497
C (-1.468, 0.688, 0.190)  -0.541
C (1.784, -0.137, -0.347)  0.199
C (0.614, -1.209, 0.833)  -0.160
O (-3.227, -0.709, -0.160)  -0.569
O (-3.829, 1.416, 0.172)  -0.731
O (-0.778, -1.633, -1.153)  -0.652
F (3.072, -0.586, -0.447)  -0.272
F (1.801, 1.116, 0.242)  -0.248
F (0.719, -0.847, 2.186)  -0.323
S (-1.159, -1.220, 0.212)  0.467
H (-1.378, 0.712, 1.314)  0.205
H (-0.818, 1.384, -0.352)  0.398
H (1.216, -0.263, -1.224)  0.327
H (0.923, -2.215, 0.741)  0.404

# 5
Molecular formula: C39H43AsMoN3O5P
Method: DFT, wB97M-V/def2-TZVPD

Calculated values
- Energy above the lowest of the compared OMol25 structures with the same formula, charge and spin: 9.05 kcal per mole
- Total charge: +2
- HOMO level (alpha / beta): -0.4780 / -0.4782 Eh
- Spin multiplicity: 3
- HOMO-LUMO gap (alpha / beta): 6.5 / 6.0 eV

Last column: Mulliken charge in e.
Atoms and positions in Å:
Mo (1.113, -0.400, 0.245)  -0.958
O (1.983, 3.428, -0.132)  -0.629
C (1.420, 2.491, 0.367)  -0.103
O (2.030, 1.332, 0.631)  -0.577
C (-0.034, 2.562, 0.824)  -0.644
P (-0.902, 0.991, 0.452)  2.170
C (-2.065, 0.658, 1.785)  0.403
C (-2.662, 1.716, 2.468)  -0.868
C (-3.574, 1.457, 3.477)  -0.820
C (-3.905, 0.145, 3.797)  -0.732
C (-3.336, -0.911, 3.097)  -1.053
C (-2.417, -0.654, 2.090)  0.319
C (-1.952, 1.279, -0.990)  0.872
C (-1.673, 2.295, -1.902)  -0.440
C (-2.539, 2.532, -2.957)  -0.875
C (-3.681, 1.757, -3.112)  -0.752
C (-3.958, 0.740, -2.210)  -0.741
C (-3.099, 0.503, -1.149)  -0.722
H (-0.532, 3.428, 0.395)  0.934
H (-0.021, 2.681, 1.911)  0.216
H (-2.412, 2.743, 2.224)  0.436
H (-4.032, 2.278, 4.013)  0.504
H (-4.621, -0.053, 4.583)  0.443
H (-3.618, -1.929, 3.330)  0.487
H (-1.989, -1.475, 1.525)  0.611
H (-0.796, 2.916, -1.791)  0.651
H (-2.333, 3.338, -3.649)  0.496
H (-4.361, 1.954, -3.931)  0.440
H (-4.846, 0.135, -2.325)  0.464
H (-3.344, -0.276, -0.437)  0.278
O (2.613, 5.184, 5.961)  -0.464
C (1.438, 4.699, 5.532)  0.534
O (0.416, 5.291, 5.718)  -0.517
C (1.448, 3.370, 4.823)  0.669
C (0.281, 2.618, 4.887)  -1.007
C (0.183, 1.424, 4.196)  -0.058
C (1.251, 0.997, 3.410)  -0.354
C (2.428, 1.729, 3.351)  -0.674
C (2.524, 2.911, 4.070)  -0.801
N (1.106, -0.215, 2.650)  -0.073
C (0.742, -1.234, 3.317)  -0.168
C (0.524, -2.504, 2.644)  0.416
C (0.237, -3.627, 3.393)  -0.879
C (0.103, -4.852, 2.750)  -0.626
C (0.288, -4.877, 1.384)  -1.301
C (0.570, -3.699, 0.705)  -0.550
N (0.670, -2.504, 1.298)  0.714
H (3.323, 4.534, 5.889)  0.331
H (-0.548, 2.993, 5.473)  0.515
H (-0.731, 0.845, 4.235)  0.493
H (3.253, 1.388, 2.744)  0.487
H (3.438, 3.488, 3.997)  0.348
H (0.618, -1.188, 4.396)  0.605
H (0.134, -3.535, 4.465)  0.535
H (-0.121, -5.752, 3.305)  0.484
H (0.224, -5.799, 0.823)  0.528
H (0.725, -3.734, -0.360)  0.916
C (-1.470, -1.074, -4.042)  -0.879
N (-1.872, -2.157, -3.172)  0.349
C (-2.290, -3.342, -3.902)  -1.067
C (-1.032, -2.358, -2.017)  -0.329
C (0.478, -2.463, -2.183)  0.574
C (1.077, -3.356, -3.070)  -0.501
C (2.453, -3.570, -3.071)  -1.061
C (3.276, -2.894, -2.182)  -1.259
C (2.683, -1.983, -1.313)  -0.484
C (1.318, -1.769, -1.310)  1.701
H (-2.314, -0.764, -4.659)  0.510
H (-0.653, -1.362, -4.723)  0.422
H (-1.155, -0.214, -3.440)  -0.088
H (-3.156, -3.094, -4.517)  0.375
H (-2.588, -4.125, -3.205)  0.345
H (-1.520, -3.744, -4.576)  0.351
H (-1.382, -3.268, -1.517)  0.596
H (-1.206, -1.532, -1.315)  -0.902
H (0.461, -3.927, -3.752)  0.365
H (2.883, -4.283, -3.762)  0.421
H (4.343, -3.069, -2.174)  0.472
H (3.307, -1.391, -0.635)  0.782
C (2.038, 0.090, -4.215)  -0.780
As (2.069, 1.247, -2.696)  0.754
C (3.857, 1.358, -2.030)  -1.122
C (1.523, 2.982, -3.270)  -1.111
O (0.929, 0.727, -1.526)  0.336
H (2.549, 0.595, -5.035)  0.603
H (1.002, -0.094, -4.481)  0.091
H (2.536, -0.849, -3.987)  0.216
H (4.471, 1.752, -2.840)  0.527
H (4.224, 0.374, -1.750)  0.346
H (3.869, 2.038, -1.181)  0.315
H (2.244, 3.332, -4.008)  0.557
H (1.529, 3.649, -2.411)  0.352
H (0.533, 2.922, -3.718)  0.310

# 6
Molecular formula: C2H6N2O2
Method: DFT, wB97M-V/def2-TZVPD

Calculated values
- Energy above the lowest of the compared OMol25 structures with the same formula, charge and spin: 146.85 kcal per mole
- Total charge: 0
- HOMO level: -0.3171 Eh
- Spin multiplicity: 1
- HOMO-LUMO gap: 8.7 eV

Last column: Mulliken charge in e.
Atoms and positions in Å:
C (1.446, -1.093, 0.051)  -0.769
C (-1.440, 1.073, -0.074)  -0.706
N (0.565, 0.018, 0.135)  0.513
N (-0.726, -0.163, -0.024)  0.595
O (1.029, 1.315, 0.118)  -0.690
O (-1.337, -1.220, -0.122)  -0.706
H (0.905, -1.902, -0.430)  0.341
H (2.102, -1.367, 0.955)  0.274
H (2.309, -0.763, -0.668)  0.275
H (-2.495, 0.899, -0.266)  0.335
H (-0.784, 1.769, -0.720)  0.277
H (-1.574, 1.435, 1.045)  0.263

The evaluated F_max for the records listed, in turn: 0.0566 0.0174 0.0813 0.1055 0.0105 0.0745 Eh/bohr.